{
  "formula": "C36H76BClF2N6O10P",
  "method": "ωB97M-V/def2-TZVPD",
  "elements": ["C", "C", "O", "C", "C", "N", "C", "C", "C", "C", "C", "C", "C", "C", "O", "C", "C", "Cl", "P", "C", "C", "C", "C", "B", "N", "O", "O", "C", "C", "C", "C", "N", "N", "C", "O", "F", "C", "O", "F", "H", "H", "H", "H", "H", "H", "H", "H", "H", "H", "H", "H", "H", "H", "H", "H", "H", "H", "H", "H", "H", "H", "H", "H", "H", "H", "H", "H", "H", "H", "H", "H", "H", "H", "H", "H", "H", "H", "H", "H", "H", "H", "H", "H", "H", "H", "C", "O", "C", "C", "N", "C", "C", "O", "C", "H", "H", "H", "H", "H", "H", "H", "H", "H", "H", "H", "H", "H", "H", "H", "C", "O", "C", "C", "N", "C", "C", "O", "C", "H", "H", "H", "H", "H", "H", "H", "H", "H", "H", "H", "H", "H", "H", "H"],
  "xyz": [[1.002, -2.838, 4.263], [1.992, -2.135, 3.337], [1.374, -1.020, 2.677], [2.306, -0.353, 1.856], [1.602, 0.075, 0.581], [0.768, -1.050, 0.017], [-0.572, -0.466, -0.361], [-1.598, -1.260, -1.145], [-2.777, -0.292, -1.418], [-3.759, -0.206, -0.257], [-4.595, 1.079, -0.264], [-5.015, 1.473, 1.166], [-5.461, 0.325, 2.061], [-5.793, 0.892, 3.451], [-4.654, 1.442, 4.064], [-3.773, 0.472, 4.577], [1.515, -1.862, -0.974], [3.036, -2.573, -0.153], [0.654, -3.424, -1.658], [1.931, -4.696, -2.021], [-0.365, -4.175, -0.294], [-1.716, -4.644, -0.911], [2.086, -0.975, -2.069], [1.116, -0.790, -3.363], [0.235, 0.283, -3.605], [1.134, -1.805, -4.309], [2.803, 0.163, -1.599], [2.376, 0.911, -0.448], [3.748, 1.400, 0.048], [3.775, 2.740, 0.761], [2.936, 3.054, 1.973], [4.549, 3.670, 0.388], [1.593, 2.020, -1.044], [0.839, 2.942, -0.284], [1.103, 4.127, -0.196], [-0.276, 2.475, 0.302], [2.079, 2.629, -2.216], [3.202, 2.845, -2.571], [1.047, 3.064, -2.947], [0.093, -2.279, 4.430], [1.507, -3.060, 5.194], [0.773, -3.810, 3.840], [2.822, -1.763, 3.929], [2.381, -2.848, 2.617], [2.609, 0.560, 2.368], [3.230, -0.893, 1.711], [0.855, 0.748, 0.995], [0.574, -1.682, 0.804], [-0.452, 0.497, -0.831], [-1.053, -0.232, 0.584], [-2.011, -2.032, -0.506], [-1.280, -1.643, -2.104], [-3.243, -0.586, -2.352], [-2.375, 0.706, -1.606], [-3.197, -0.218, 0.678], [-4.404, -1.079, -0.280], [-4.024, 1.894, -0.693], [-5.489, 0.895, -0.853], [-5.860, 2.154, 1.086], [-4.202, 2.030, 1.622], [-6.328, -0.163, 1.622], [-4.691, -0.423, 2.226], [-6.529, 1.680, 3.337], [-6.206, 0.075, 4.044], [-3.184, 0.905, 5.375], [-4.309, -0.390, 4.972], [-3.087, 0.149, 3.790], [1.447, -5.408, -2.680], [2.787, -4.273, -2.525], [2.197, -5.215, -1.107], [-0.602, -3.467, 0.495], [0.128, -5.055, 0.101], [-2.559, -4.122, -0.479], [-1.725, -4.402, -1.969], [-1.844, -5.715, -0.831], [2.850, -1.615, -2.500], [0.012, 0.891, -2.834], [-0.594, 0.032, -4.124], [1.470, -1.386, -5.109], [4.371, 1.534, -0.825], [4.278, 0.612, 0.574], [2.022, 2.467, 2.015], [3.523, 2.818, 2.856], [2.716, 4.109, 2.016], [5.110, 3.393, -0.417], [5.240, 1.190, 8.773], [3.945, 0.640, 8.926], [3.030, 1.480, 9.621], [1.978, 2.046, 8.690], [2.547, 3.025, 7.771], [1.676, 3.401, 6.662], [1.214, 2.312, 5.697], [2.239, 1.770, 4.876], [3.037, 0.775, 5.492], [5.898, 0.394, 8.427], [5.256, 1.994, 8.028], [5.624, 1.572, 9.722], [3.548, 2.273, 10.167], [2.528, 0.851, 10.361], [1.194, 2.525, 9.282], [1.526, 1.198, 8.157], [3.407, 2.657, 7.389], [2.217, 4.149, 6.077], [0.792, 3.901, 7.070], [0.506, 2.778, 5.006], [0.662, 1.509, 6.199], [2.467, 0.164, 6.195], [3.901, 1.216, 5.994], [3.423, 0.128, 4.703], [-0.740, -2.624, -7.169], [-0.955, -1.283, -6.760], [-0.089, -0.345, -7.397], [-0.838, 0.505, -8.401], [-1.236, -0.271, -9.566], [-2.200, 0.393, -10.445], [-3.559, 0.791, -9.875], [-4.410, -0.294, -9.558], [-4.172, -0.911, -8.310], [-1.287, -3.275, -6.489], [-1.115, -2.801, -8.181], [0.320, -2.887, -7.126], [0.776, -0.835, -7.855], [0.292, 0.313, -6.606], [-0.194, 1.329, -8.723], [-1.704, 0.938, -7.881], [-1.638, -1.145, -9.259], [-2.383, -0.289, -11.278], [-1.724, 1.283, -10.866], [-4.079, 1.347, -10.658], [-3.475, 1.477, -9.023], [-3.835, -0.195, -7.555], [-3.448, -1.726, -8.404], [-5.111, -1.351, -7.974]],
  "atomic_forces_ev_per_a": [[0.58, -0.39, -0.49], [-0.36, -0.02, 0.77], [0.01, -0.68, -0.71], [0.76, 0.72, 0.56], [-0.86, 0.88, 0.78], [0.06, -0.21, 0.04], [-0.95, -0.08, -0.41], [-0.68, 0.58, 0.10], [0.43, 0.07, 0.13], [0.27, 0.51, -0.42], [-0.29, -0.74, 0.78], [-0.01, -0.19, -0.67], [0.11, 0.74, 0.45], [-0.08, -0.63, -0.89], [-0.11, 0.22, 0.52], [0.09, 0.09, -0.38], [1.54, -1.11, -0.17], [-0.30, 0.43, 0.52], [-1.23, 0.41, -1.22], [-0.38, 0.31, 0.78], [-0.32, -0.11, -0.49], [0.48, 0.30, -0.35], [-0.62, -0.42, -0.77], [-0.87, 0.06, 0.06], [-0.06, -0.38, 0.99], [0.96, 0.20, 0.26], [-0.46, -0.40, 0.77], [1.77, -1.08, -1.57], [0.07, 0.60, 0.37], [0.19, 0.62, 0.24], [0.25, -0.61, -0.15], [0.16, -0.09, -0.21], [-1.43, -0.16, 0.74], [0.62, 3.95, 0.21], [-0.84, -3.15, -0.44], [0.58, -0.49, -0.19], [2.17, 1.40, -1.06], [-1.72, -0.94, 0.75], [-0.07, -0.12, 0.34], [-0.09, 0.21, 0.10], [-0.13, 0.15, 0.39], [-0.44, -0.12, -0.08], [0.24, 0.15, -0.01], [0.12, 0.05, -0.31], [-0.07, 0.20, 0.02], [-0.07, -0.48, -0.13], [-0.24, -0.03, -0.06], [0.21, 0.21, 0.35], [0.65, 0.01, -0.28], [0.24, 0.03, 0.38], [0.15, -0.50, -0.18], [0.44, -0.29, 0.07], [-0.34, -0.10, -0.07], [0.06, 0.16, -0.08], [0.11, -0.17, 0.12], [-0.08, -0.17, 0.24], [0.01, 0.19, -0.27], [-0.08, 0.20, -0.31], [-0.04, 0.28, 0.06], [0.13, 0.00, 0.27], [-0.18, -0.16, 0.07], [0.14, -0.21, -0.28], [-0.11, 0.21, 0.23], [-0.15, 0.07, 0.38], [0.05, 0.24, 0.15], [-0.08, -0.16, 0.04], [0.15, -0.26, 0.00], [-0.15, -0.01, -0.23], [0.21, 0.05, -0.08], [0.42, -0.05, 0.06], [0.32, 0.00, 0.33], [0.36, 0.14, 0.41], [-0.21, -0.12, 0.25], [-0.13, -0.05, -0.23], [-0.11, -0.16, 0.21], [0.30, 0.05, -0.13], [0.04, 0.38, -0.22], [0.10, 0.22, -0.50], [-0.32, -0.32, -0.55], [-0.20, 0.04, -0.45], [-0.24, -0.17, 0.48], [-0.23, 0.06, 0.21], [-0.08, -0.20, 0.24], [-0.12, 0.25, -0.15], [-0.01, 0.07, -0.04], [-0.08, -0.12, -0.05], [0.15, 0.20, -0.04], [-0.27, -0.23, 0.18], [0.16, 0.07, -0.18], [-0.13, -0.18, -0.11], [0.26, 0.08, 0.09], [-0.30, 0.22, -0.13], [-0.03, -0.18, 0.05], [0.10, 0.15, -0.18], [-0.03, -0.03, 0.01], [0.07, 0.08, 0.08], [0.02, 0.04, -0.01], [0.07, 0.06, -0.13], [0.00, 0.01, 0.01], [-0.01, 0.01, 0.00], [-0.08, -0.06, 0.13], [0.07, 0.03, 0.06], [-0.07, 0.03, -0.04], [-0.05, -0.06, -0.01], [0.03, 0.00, -0.03], [0.14, -0.07, 0.07], [0.01, 0.04, 0.07], [-0.02, -0.12, 0.16], [0.00, 0.01, -0.05], [-0.16, 0.02, 0.08], [0.26, -0.16, -0.09], [-0.06, 0.36, 0.24], [-0.13, -0.15, -0.13], [-0.09, 0.06, 0.12], [0.12, -0.18, -0.04], [-0.06, 0.16, -0.20], [0.08, 0.04, 0.11], [-0.18, -0.13, -0.16], [-0.01, 0.07, 0.05], [0.12, -0.06, -0.04], [0.00, -0.03, -0.04], [-0.12, -0.14, -0.10], [0.00, 0.04, -0.03], [-0.01, 0.02, 0.00], [0.09, 0.11, 0.11], [-0.01, -0.03, 0.01], [-0.02, 0.05, -0.05], [-0.02, 0.04, 0.04], [-0.01, -0.01, -0.01], [0.06, -0.10, 0.09], [0.09, 0.00, -0.01], [0.10, 0.05, 0.15], [-0.03, 0.04, -0.03]],
  "mulliken_charge": [-1.5683, 0.1953, -0.3236, -1.7762, -0.3021, 0.8529, -0.9626, 0.3282, -1.7309, -0.0709, -0.8355, -0.7487, -0.2973, -0.8444, -0.3868, -0.4831, 1.1783, -0.1795, 0.2253, -1.2847, -0.5424, -1.3419, -1.3624, 0.4529, -0.0979, -0.8240, -0.4500, 0.9199, -1.6381, 0.7455, -1.3215, -0.7448, 1.4957, 0.2413, -0.4829, -0.1385, 0.3284, -0.4296, -0.2515, 0.3057, 0.3965, 0.3979, 0.3967, 0.2221, 0.1397, 0.5623, -0.0617, 0.5806, -0.2181, 0.6581, 0.1141, 0.3424, 0.6547, 0.3696, -0.0536, 0.4208, 0.3581, 0.3815, 0.4518, 0.2558, 0.3441, 0.2788, 0.4332, 0.3944, 0.2582, 0.3440, 0.0302, 0.4477, 0.3802, 0.4573, 0.1179, 0.8342, 0.3605, 0.4046, 0.3302, 0.5271, -0.0400, 0.2327, 0.2449, 0.8213, 0.2886, 0.1251, 0.4395, 0.4361, 0.3299, -0.7103, -0.3226, -0.8547, -0.0856, -0.2959, -1.0001, -0.4424, -0.2255, -0.5082, 0.2289, 0.2907, 0.3470, 0.3960, 0.3990, 0.4072, 0.1137, 0.0649, 0.3960, 0.4520, 0.3943, 0.3355, 0.3213, 0.1078, 0.1950, -0.8842, -0.2225, -0.7343, -0.3150, -0.3022, -0.7069, -0.4596, -0.4414, -0.4698, 0.2346, 0.3770, 0.3399, 0.4000, 0.3225, 0.3966, 0.1536, 0.0766, 0.3716, 0.4006, 0.3584, 0.3353, 0.2566, 0.1182, 0.3510],
  "orbital_gap_ha": 0.2897,
  "relative_energy_kcal_mol": 0.00,
  "spin_multiplicity": 1,
  "total_charge": 1,
  "lumo_energy_ev": -2.37,
  "e_tot_ha": -3524.0265
}